This record from the OMol25 dataset describes a structure of composition C32H52As3ClNO3Pt at a distorted geometry. The level of theory is ωB97M-V/def2-TZVPD.

Last column: Löwdin charge in e.
Atoms and positions in Å:
C 5.25 -0.76 2.29  -0.0667
C -3.24 -3.08 -1.54  -0.0942
C -0.52 3.18 2.06  -0.3611
C 0.20 -1.19 4.50  -0.4174
C 1.32 -0.20 4.27  -0.1730
C -2.94 3.40 1.45  -0.3857
As -2.94 5.36 1.13  1.1192
H -3.86 6.10 3.43  0.0026
C -0.84 -2.78 -1.58  -0.2561
H 0.16 2.88 2.87  0.0767
C 3.23 0.48 2.90  -0.1854
H -2.73 2.92 0.49  0.0312
C 2.02 -0.29 3.01  -0.3505
O 0.32 0.22 -1.44  -0.2113
H 6.04 -0.92 1.56  0.0699
C -2.21 1.38 2.72  -0.3172
C 1.93 3.13 0.50  -0.2862
C -3.14 -3.58 -0.26  -0.6932
C -1.95 2.87 2.48  -0.6969
H -3.96 3.12 1.75  0.0777
H 3.07 2.28 5.77  0.0818
C -4.30 5.91 2.46  -0.3531
H -1.11 0.14 5.61  0.0645
H -5.08 4.62 -0.09  0.0200
H -2.83 -1.49 3.37  0.0169
H -0.41 -1.22 3.58  0.0622
H -1.86 -4.07 1.39  0.1084
H -4.41 0.96 0.48  0.0231
C -1.92 -3.66 0.39  -0.1424
H -3.59 -2.16 1.92  -0.0393
H 2.24 -2.28 -2.36  0.1236
Cl -4.58 -4.18 0.53  0.6378
C 1.70 0.71 5.22  -0.0740
C 4.24 0.28 1.79  -0.3847
H -4.29 -0.73 2.69  0.0321
H 1.41 -2.83 3.81  0.0592
H -1.54 -1.57 5.71  0.0694
H -4.20 -3.02 -2.02  0.1060
H 2.50 2.80 1.37  0.0067
H -5.07 5.15 2.57  0.0187
H -3.75 4.83 -1.25  0.0099
H 0.19 -3.42 0.21  0.1032
H -3.17 0.95 -0.80  0.0167
H 4.41 0.04 -0.34  0.0852
C 3.58 1.37 3.89  -0.0876
H -1.65 -2.83 -4.29  0.0863
C -0.70 -0.86 5.69  -0.0916
H -1.48 3.01 -1.37  0.0027
H 4.49 1.95 3.78  0.1091
H -1.66 -1.18 -3.66  0.0887
C -2.10 -2.67 -2.21  -0.1941
C 2.80 1.54 5.03  -0.1216
C 1.16 -0.34 -2.19  -0.6958
H -1.95 4.65 3.71  0.0623
C -3.60 0.39 0.02  -0.2658
H -0.71 4.42 -0.60  -0.0064
H 1.15 0.80 6.15  0.0953
C 1.36 -1.87 -1.86  -0.1007
C -4.23 5.25 -0.36  -0.3448
C -3.36 -1.24 2.45  -0.2731
H -0.42 4.27 1.94  0.0499
H 4.74 -1.71 2.46  0.0798
H 4.76 1.23 1.65  0.1259
H 3.44 -1.20 0.45  0.0602
H 0.04 -3.33 4.82  0.0704
O 0.23 -2.56 -2.37  -0.0345
H 2.48 2.85 -0.40  0.0270
C -2.17 -2.15 -3.61  -0.0240
H 1.44 -1.96 -0.77  0.0626
C -0.77 -3.24 -0.26  -0.0698
O 1.80 0.15 -3.12  -0.0037
H 1.46 -2.59 5.57  0.0817
C 0.82 -2.58 4.69  -0.0659
H -0.16 -0.96 6.62  0.0736
H -3.23 3.50 4.15  0.0825
C -2.19 3.59 3.82  -0.0777
As -2.21 -0.07 1.34  1.0082
H 5.70 -0.45 3.23  0.0712
C 3.68 -0.14 0.44  -0.0901
H -1.55 3.18 4.60  0.0834
As 0.18 2.23 0.45  1.1433
H -3.19 1.29 3.21  0.0766
H -1.45 1.01 3.43  0.0599
H 2.77 0.41 0.20  0.0376
H 1.82 4.21 0.53  0.0242
H 0.18 3.40 -1.78  0.0252
C -0.55 3.40 -0.97  -0.3073
N 1.61 -1.10 2.06  -0.0972
H -4.77 6.83 2.12  0.0089
H -4.00 -0.55 -0.38  0.0135
Pt 0.07 -0.73 0.94  0.6239
H -3.20 -2.03 -3.94  0.0736
H -4.60 6.24 -0.62  0.0105

Calculated values
E	-8817.819176	hartree
gap between HOMO and LUMO (spin up / spin down)	0.221 / 0.223	Ha
ΔE to the lowest compared entry with this formula, charge and spin	30.0	kcal/mol
largest force on an atom	2.4	eV/A
total charge	-1
spin multiplicity	1

This record from the OMol25 dataset describes a structure of composition C32H35IN6PPd at a distorted geometry. The level of theory is ωB97M-V/def2-TZVPD.

Last column: Löwdin charge in e.
Atoms and positions in Å:
H -1.62 -3.74 -3.74  0.1152
H -1.92 0.13 2.47  0.0753
C 2.90 0.95 0.20  -0.1889
H -4.76 -0.13 1.70  0.0665
C -0.24 -3.23 3.34  0.0583
N 1.76 4.46 0.01  0.1496
C -5.29 -1.92 -0.34  -0.1165
C 2.64 -3.59 1.46  -0.0509
C 6.47 -0.21 0.16  -0.1787
C -4.46 -3.58 1.35  -0.0866
H 3.60 -3.57 1.96  0.1332
H 0.26 -5.68 0.76  0.1380
N 9.25 -0.21 -0.04  0.1038
H -2.86 -2.79 -4.68  0.1194
C -1.10 -1.71 -4.13  -0.2100
I -2.47 0.44 -0.41  0.7617
C 2.94 -1.35 0.64  -0.1753
H 0.03 -1.20 -2.45  0.0833
H -0.19 5.11 0.20  0.1361
H -2.66 -0.32 -4.41  0.1254
H 4.78 1.89 -0.16  0.1247
H 6.64 -2.24 -0.57  0.1160
C 0.75 -4.74 0.98  -0.0895
C 2.07 2.10 0.11  -0.1891
C -4.39 -2.12 0.88  -0.8001
N 2.24 -0.20 0.46  0.0618
H 0.18 -4.19 3.59  0.1448
H -5.03 -2.59 -1.16  0.0821
C -0.99 -3.13 2.11  -0.2528
H -1.32 -3.26 -5.39  0.1666
C -1.63 -1.90 1.81  -0.4621
H 0.50 -2.22 5.09  0.1377
P -2.64 -1.93 0.25  0.7438
H -3.95 -3.73 2.30  0.0820
N 1.96 -4.77 1.37  0.1332
H -6.32 -2.15 -0.05  0.1059
C 8.54 -1.29 -0.35  -0.0953
H 9.20 1.74 0.62  0.1234
C -0.05 2.96 0.26  -0.1031
C -0.07 -2.14 4.17  -0.0093
H -0.54 -0.11 4.47  0.1366
C -1.81 -2.93 -4.45  0.0204
C 2.14 -2.49 0.90  -0.2580
C 4.26 0.97 0.09  0.0855
H 3.62 3.59 -0.12  0.1346
C -1.43 -0.82 2.65  -0.1316
H -1.01 0.43 -4.32  0.1061
C -0.65 -0.96 3.82  0.0115
C 7.16 -1.34 -0.27  -0.0011
C 7.21 0.93 0.48  0.0001
H -1.11 2.80 0.37  0.0406
C 4.31 -1.38 0.56  0.0897
C 0.46 4.25 0.16  -0.0494
H -4.15 -1.30 2.89  0.0781
H -1.57 -0.51 -5.74  0.1530
H 0.90 -1.15 -3.94  0.1340
H 6.75 1.83 0.85  0.1158
H -1.71 -3.95 2.07  0.1631
H -5.51 -3.84 1.51  0.1096
C -4.78 -1.18 2.01  -0.0869
C 8.60 0.87 0.37  -0.0949
C 0.16 -1.75 -3.39  0.0036
C 5.01 -0.21 0.27  -0.0789
C -1.59 -0.43 -4.64  0.0072
H -4.07 -4.29 0.61  0.0878
H -0.71 -3.60 -0.01  0.0907
H 0.54 -2.75 -3.19  0.1082
H 4.85 -2.30 0.72  0.1304
C 2.56 3.40 -0.01  -0.0068
H -5.81 -1.41 2.31  0.1088
Pd 0.20 -0.22 0.36  0.7638
H -5.28 -0.89 -0.70  0.0554
C 0.01 -3.49 0.80  -0.2891
H 9.10 -2.15 -0.69  0.1228
N 0.82 -2.39 0.55  0.0357
N 0.75 1.89 0.22  0.0240

Calculated values
E	-2334.811452	hartree
gap between HOMO and LUMO (spin up / spin down)	0.199 / 0.198	Ha
ΔE to the lowest compared entry with this formula, charge and spin	40.5	kcal/mol
largest force on an atom	3.1	eV/A
total charge	+3
spin multiplicity	1

This record from the OMol25 dataset describes an isolated molecule of C25H34N2O4S. The level of theory is ωB97M-V/def2-TZVPD.

Last column: natural (NBO) charge in e.
Atoms and positions in Å:
C -0.77 3.23 0.05  0.3135
H -3.23 1.32 -2.32  0.2086
H -3.35 2.28 0.59  0.2039
C -4.13 -1.10 -0.46  -0.2422
N -1.51 2.19 -0.41  -0.4437
C -3.59 1.24 -1.29  -0.4252
C 6.07 -2.83 -0.92  -0.5952
H -0.07 0.78 0.12  0.2400
H 3.31 1.00 2.94  0.1674
C 1.60 -1.30 -1.19  -0.3471
O 2.18 1.65 1.33  -0.5628
C 2.58 -2.13 -0.68  -0.1465
H -6.42 -2.43 0.53  0.1758
C -0.80 -3.77 1.71  -0.2487
H -4.67 1.38 -1.30  0.2233
H -0.50 -1.45 0.76  0.2187
C 1.92 0.01 -1.53  0.3664
O 1.05 0.93 -2.05  -0.5288
H 0.93 2.82 2.50  0.1763
C -1.91 -0.22 -0.26  -0.0549
H 1.09 4.78 1.05  0.2464
H -0.77 1.44 -2.67  0.2097
C 3.23 0.46 -1.35  -0.2458
C -3.22 -0.08 -0.69  -0.0364
C -5.90 -3.25 0.02  -0.2508
H 0.94 2.42 -0.71  0.4132
C -2.95 2.33 -0.43  -0.2026
C -2.41 -2.41 0.62  0.2577
H 1.59 0.52 2.97  0.1659
C -0.92 0.87 -0.57  -0.1061
H 0.60 -1.68 -1.33  0.2232
H 2.71 -0.22 1.79  0.1979
S -1.48 4.52 0.82  -0.2915
C -3.74 -2.27 0.17  0.2622
C -0.34 0.69 -2.01  -0.0773
H 6.59 -1.90 -1.10  0.2012
H 3.47 1.47 -1.62  0.2209
H 5.94 -1.12 1.28  0.2021
H -6.35 -4.20 0.32  0.2022
H -0.53 -3.03 2.47  0.1757
H -5.15 -0.97 -0.79  0.2123
N 0.56 3.22 -0.20  -0.6160
H -3.18 3.33 -0.83  0.2325
C 4.19 -0.39 -0.84  -0.1997
H 4.46 -3.60 0.27  0.1989
H -0.07 -3.74 0.89  0.1707
C 1.83 2.91 1.86  -0.0745
C 3.88 -1.70 -0.48  -0.0518
H -6.00 -3.13 -1.06  0.1746
H 2.42 4.04 0.11  0.2000
H 5.67 -3.20 -1.86  0.2130
C 4.93 -2.62 0.08  -0.2360
O -2.11 -3.58 1.24  -0.4800
H 2.64 3.32 2.47  0.1713
C 1.51 3.84 0.68  -0.2407
H -0.58 -0.30 -2.40  0.1856
C -1.51 -1.37 0.40  -0.2469
H 4.66 -1.98 2.14  0.2075
H 6.78 -3.56 -0.53  0.2076
C 2.46 0.69 2.32  -0.2452
O -4.55 -3.33 0.41  -0.4780
H -0.80 -4.77 2.16  0.2025
H 2.31 -3.15 -0.42  0.2003
H 6.20 -2.78 1.82  0.2088
H 5.19 -0.01 -0.71  0.2113
C 5.47 -2.09 1.41  -0.5948

Calculated values
E	-1781.668859	hartree
gap between HOMO and LUMO	0.305	Ha
structure (SMILES)	COCCNC(=S)N1CCc2cc(OC)c(OC)cc2[C@H]1COc1ccc(C(C)C)cc1
ΔE to the lowest compared entry with this formula, charge and spin	26.0	kcal/mol
largest force on an atom	0.8	eV/A
spin multiplicity	1

This record from the OMol25 dataset describes an isolated molecule of C3H9BOS at a distorted geometry. The level of theory is ωB97M-V/def2-TZVPD.

Last column: natural (NBO) charge in e.
Atoms and positions in Å:
C 2.86 -1.04 -0.10  -0.2365
O 1.82 -0.75 -1.02  -0.6718
H -2.68 -0.64 -1.38  0.2476
H 2.72 -2.02 0.25  0.1743
H 0.81 1.24 0.50  0.2293
C -0.30 1.26 0.57  -0.9694
H 2.75 -0.48 0.78  0.1643
H 3.80 -0.83 -0.51  0.1939
H -2.75 -1.01 0.36  0.2527
B -0.88 -0.01 -0.16  0.5054
H -2.77 0.72 -0.15  0.2376
C -2.41 -0.28 -0.33  -0.9816
S 0.25 -1.31 -0.72  0.3775
H -0.71 2.17 0.19  0.2348
H -0.42 1.24 1.56  0.2420

Calculated values
E	-617.947642	hartree
gap between HOMO and LUMO	0.367	Ha
structure (SMILES)	COSB(C)C
ΔE to the lowest compared entry with this formula, charge and spin	48.5	kcal/mol
largest force on an atom	4.3	eV/A
spin multiplicity	1

This record from the OMol25 dataset describes a cluster of 2 separate species, C3H11N3O in total. The level of theory is ωB97M-V/def2-TZVPD.

Last column: natural (NBO) charge in e.
Atoms and positions in Å:
H -0.18 -1.21 -1.04  0.1860
H 0.71 -0.84 -3.02  0.3656
H 2.56 0.41 1.40  0.3547
C -1.27 0.61 -0.97  -0.1053
H 0.23 -1.27 1.14  0.1345
C 0.97 -0.75 1.75  0.0869
H 1.51 -1.50 2.32  0.1646
O 0.39 0.10 2.70  -0.7352
H 0.14 0.66 -3.20  0.3611
C -0.51 -0.31 -1.55  -0.0757
N -0.12 -0.28 -2.92  -0.8076
H -1.98 -0.24 0.72  0.3745
H -1.52 1.49 -1.55  0.1798
N -1.66 0.66 0.41  -0.8458
H -0.15 0.73 2.21  0.4783
H 1.40 0.54 0.28  0.3523
N 1.91 -0.13 0.84  -0.8429
H -2.42 1.32 0.49  0.3742

Calculated values
E	-360.379069	hartree
gap between HOMO and LUMO	0.325	Ha
structure (SMILES)	N/C=C/N.NCO
ΔE to the lowest compared entry with this formula, charge and spin	36.6	kcal/mol
largest force on an atom	0.9	eV/A
spin multiplicity	1

This record from the OMol25 dataset describes a cluster of 11 separate species, C38H107N9O11 in total at a distorted geometry. The level of theory is ωB97M-V/def2-TZVPD.

Last column: Löwdin charge in e.
Atoms and positions in Å:
H 15.53 -18.08 23.66  0.0760
H 6.09 -24.63 19.57  0.0751
C 15.81 -20.83 18.73  -0.4201
H 18.15 -14.70 25.10  0.0877
C 11.28 -26.58 16.97  -0.4482
H 10.07 -17.56 27.11  0.1254
C 10.14 -27.13 17.83  -0.1753
H 8.23 -24.44 17.13  0.1102
H 15.88 -24.96 16.98  0.0851
H 6.37 -14.58 21.09  0.0705
C 11.35 -26.99 15.45  -0.0370
C 8.42 -16.35 27.82  -0.4554
H 16.52 -24.26 22.48  0.0924
H 12.30 -16.91 21.75  0.0412
H 9.33 -20.63 17.73  0.0134
H 9.20 -26.96 17.30  0.1143
H 7.98 -21.12 18.31  0.0780
C 14.97 -16.15 22.95  -0.3854
C 11.24 -17.97 18.49  -0.4402
C 8.37 -19.38 25.79  -0.1285
H 7.55 -14.48 27.57  0.0664
C 19.32 -23.64 25.80  -0.4518
H 20.22 -24.29 24.00  0.0675
H 11.61 -18.30 16.33  0.1302
H 20.22 -25.60 25.10  0.0752
O 16.42 -15.75 24.69  -0.1842
H 17.20 -22.41 19.14  0.1253
H 14.23 -15.92 23.71  0.1297
C 10.98 -17.30 23.00  -0.2123
H 10.31 -26.90 15.13  0.0658
H 13.98 -21.02 19.46  0.0427
H 14.17 -21.72 18.12  0.0663
H 16.67 -13.95 25.57  0.0876
C 6.44 -16.64 20.36  -0.4339
C 6.95 -17.71 21.36  -0.1743
H 20.47 -23.16 27.32  0.0772
H 14.43 -28.02 19.90  0.0723
C 11.03 -18.73 17.15  -0.1480
H 11.97 -26.40 14.78  0.0738
H 9.38 -19.78 25.81  0.0870
H 14.31 -18.29 22.40  0.0605
H 4.59 -16.33 19.43  0.0710
H 19.66 -24.64 27.49  0.0772
H 8.03 -17.83 21.47  0.1130
O 8.22 -18.47 26.82  -0.1895
C 14.87 -27.69 22.00  -0.4598
H 9.52 -14.90 27.54  0.0650
H 8.27 -22.30 16.42  0.1317
O 15.63 -23.08 17.89  -0.1897
C 15.93 -24.46 17.94  -0.1263
H 10.55 -23.72 16.32  0.0585
H 11.10 -22.04 21.67  0.0780
H 9.26 -14.98 29.17  0.0760
H 11.75 -28.00 15.36  0.0698
C 10.41 -16.66 18.57  -0.0376
C 16.12 -22.28 19.00  -0.1704
C 10.37 -22.81 16.91  -0.0256
N 15.39 -29.03 22.08  0.0372
O 17.69 -23.94 24.05  -0.2029
H 10.70 -15.95 19.35  0.0629
N 4.99 -16.68 20.29  0.0408
C 14.31 -27.19 23.33  -0.2140
H 15.83 -29.30 21.21  0.0697
H 11.40 -25.49 17.03  0.1092
C 9.41 -19.22 15.65  -0.1120
C 17.16 -14.93 25.50  -0.1350
O 11.41 -17.27 21.74  -0.1055
N 14.27 -15.64 21.77  0.0302
H 8.50 -24.10 18.82  0.1187
H 7.25 -14.83 19.72  0.0690
H 13.70 -26.62 20.56  0.0692
C 8.88 -22.50 17.30  -0.4248
H 9.38 -16.90 18.84  0.0556
H 10.01 -20.09 15.37  0.0755
H 10.97 -18.56 19.37  0.1145
H 15.56 -23.85 23.86  0.0795
C 12.95 -25.41 24.36  -0.0431
H 9.07 -16.84 25.84  0.1147
H 15.90 -17.91 21.96  0.0591
C 7.08 -15.30 20.69  -0.0669
N 12.53 -26.94 17.56  0.0304
H 6.64 -17.35 22.33  0.1198
H 13.52 -27.87 23.63  0.1233
H 13.29 -25.78 25.33  0.0823
O 12.36 -20.45 21.65  -0.1491
H 6.98 -15.63 26.40  0.0756
H 15.98 -14.29 23.36  0.1133
C 7.21 -15.51 27.46  -0.0474
H 6.04 -25.31 17.99  0.0754
H 11.64 -16.59 23.51  0.0865
C 20.34 -24.52 25.06  -0.0656
N 14.41 -20.84 18.57  0.0360
H 10.95 -22.79 17.83  0.0725
H 11.15 -18.30 23.38  0.0730
H 13.02 -28.22 21.01  0.0830
H 6.15 -20.94 21.26  0.0852
H 16.99 -19.78 20.17  0.0763
H 16.42 -20.41 17.93  0.1449
H 12.57 -22.32 20.69  0.0744
H 4.64 -17.62 20.43  0.0603
H 15.42 -25.19 18.57  0.0684
H 11.25 -21.17 20.13  0.0629
H 9.69 -18.32 15.10  0.0945
H 8.81 -27.97 20.05  0.0843
H 4.80 -24.08 18.43  0.0866
H 7.98 -15.22 21.29  0.0727
H 10.78 -21.96 16.36  0.0528
H 8.41 -19.57 15.41  0.0920
H 15.58 -26.91 21.73  0.1224
H 16.30 -25.42 23.95  0.0686
H 12.82 -17.63 19.65  0.0486
H 12.24 -26.71 18.50  0.0453
C 9.02 -26.90 20.02  -0.0777
H 17.25 -15.42 26.47  0.0976
H 11.55 -19.94 21.75  0.0406
H 9.96 -17.16 23.37  0.0658
H 12.89 -24.32 24.40  0.0807
H 15.60 -18.87 19.75  0.0734
H 6.13 -19.97 22.76  0.0832
C 16.24 -15.35 23.37  -0.2016
H 7.70 -20.22 26.01  0.0907
H 21.38 -24.38 25.37  0.0710
O 13.83 -25.84 23.24  -0.2320
C 5.84 -24.39 18.53  -0.1048
O 6.67 -23.41 17.88  -0.2004
H 10.32 -28.20 17.90  0.1245
H 17.10 -23.45 26.01  0.1205
H 11.55 -19.68 17.20  0.1067
H 6.80 -16.97 19.38  0.1204
H 13.76 -14.80 22.01  0.0759
H 17.12 -15.30 22.74  0.1296
N 19.61 -23.68 27.18  0.0161
N 12.64 -17.78 18.67  0.0476
H 15.35 -20.27 20.80  0.0774
N 9.49 -15.52 28.34  0.0181
H 12.55 -27.95 17.56  0.0687
H 12.01 -25.87 24.06  0.0817
C 9.05 -17.31 26.82  -0.1797
H 8.12 -18.96 24.82  0.0746
C 11.81 -21.59 20.97  -0.1340
H 7.63 -20.13 21.76  0.0787
H 9.29 -26.58 21.02  0.0895
C 15.15 -17.68 22.72  -0.0347
H 8.14 -26.39 19.63  0.0631
H 13.02 -18.71 18.56  0.0350
C 6.55 -20.06 21.75  -0.0978
H 10.39 -16.12 17.62  0.0741
H 19.44 -22.59 25.54  0.1401
N 8.94 -21.42 18.24  0.0648
C 13.93 -27.66 20.80  -0.0655
H 8.07 -16.95 28.66  0.1349
H 6.31 -15.63 28.07  0.0783
C 15.93 -19.89 19.96  -0.0643
C 17.86 -24.02 25.47  -0.1813
O 6.21 -18.91 21.01  -0.2164
H 16.94 -24.71 18.26  0.0765
C 8.10 -23.68 17.90  -0.1780
H 16.18 -29.26 22.67  0.0722
H 17.60 -25.03 25.78  0.1137
O 9.61 -19.10 17.05  -0.2243
O 10.16 -26.61 19.18  -0.2118
H 15.12 -27.25 24.07  0.1086
C 16.44 -24.42 23.55  -0.0886
H 15.55 -22.67 19.84  0.1268
H 14.95 -15.25 21.14  0.0767

Calculated values
E	-2832.022467	hartree
gap between HOMO and LUMO	0.334	Ha
structure (SMILES)	COC[C@H](C)N.COC[C@H](C)N.COC[C@H](C)N.COC[C@H](C)N.COC[C@H](C)N.COC[C@H](C)N.COC[C@H](C)N.COC[C@H](C)N.COC[C@H](C)N.CO.CO
ΔE to the lowest compared entry with this formula, charge and spin	163.4	kcal/mol
largest force on an atom	4.1	eV/A
spin multiplicity	1